Record 1
Formula: C4H9N
Source: the OMol25 dataset
Level of theory: the ωB97M-V functional and the def2-TZVPD basis

Positions of all 14 atoms, in Å:
C 0.6352 -0.1429 1.0021
C 0.8619 -0.7204 -0.4322
C -0.4961 -0.4563 -1.1342
N -1.2381 0.5484 -0.3259
C -0.4710 0.8781 0.8810
H 1.5718 0.2546 1.3949
H 0.4019 -0.9899 1.6490
H 1.0982 -1.7739 -0.3568
H 1.6449 -0.1814 -0.9608
H -0.3003 -0.0402 -2.1235
H -1.0730 -1.3716 -1.2338
H -1.4247 1.3330 -0.9276
H -1.1150 0.7612 1.7573
H -0.0956 1.9013 0.8105

The multiplicity is 1. The molar mass comes out at 71.12 g mol⁻¹. The strongest force on any atom comes out at 0.0316 hartree/bohr. Its HOMO energy is -8.563 eV. The SMILES is C1CCNC1.



Record 2
Formula: C4H9N
Source: the OMol25 dataset
Level of theory: the ωB97M-V functional and the def2-TZVPD basis

Positions of all 14 atoms, in Å:
C 4.0054 1.0649 0.3187
C 3.2567 0.5476 -0.6871
N 2.1973 -0.3943 -0.4850
H 4.4884 0.4841 1.0970
H 4.4073 2.0538 0.0959
H 3.2794 1.1106 -1.6144
H 1.3436 0.0688 -0.7645
H 2.2190 -0.4429 0.5251
C -3.9193 -1.0581 0.7487
C -4.5189 -0.3611 -0.1864
H -3.0513 -0.7702 1.3480
H -4.1156 -2.1140 0.8894
H -4.2789 0.6415 -0.5128
H -5.3132 -0.8307 -0.7725

The multiplicity is 1. The molar mass comes out at 71.12 g mol⁻¹. The strongest force on any atom comes out at 0.0411 hartree/bohr. Its HOMO energy is -8.454 eV. The SMILES is C=CN.C=C.



Record 3
Formula: C4H9N
Source: the OMol25 dataset
Level of theory: the ωB97M-V functional and the def2-TZVPD basis

Positions of all 14 atoms, in Å:
C 0.2126 -0.3213 -1.7661
N -0.2594 -0.4841 -0.4027
C 0.7426 -0.5552 0.6640
C -0.2508 0.2076 1.5935
C -0.8923 0.6798 0.2740
H -0.6290 -0.0834 -2.4179
H 0.9534 0.4955 -1.8651
H 0.6902 -1.2215 -2.1122
H 1.6399 0.0392 0.4783
H 1.0106 -1.6096 0.9417
H -0.9625 -0.3856 2.1957
H 0.2279 0.9556 2.2061
H -0.4834 1.6441 -0.0125
H -1.9998 0.6389 0.2230

The multiplicity is 1. The molar mass comes out at 71.12 g mol⁻¹. The strongest force on any atom comes out at 0.0366 hartree/bohr. Its HOMO energy is -8.658 eV. The SMILES is CN1CCC1.



Record 4
Formula: C4H9N
Source: the OMol25 dataset
Level of theory: the ωB97M-V functional and the def2-TZVPD basis

Positions of all 14 atoms, in Å:
N -0.4392 -0.7891 -1.1009
C -0.0980 -0.9953 0.3624
C -1.3397 -0.3128 1.1667
C -2.0766 0.3596 0.0521
C -1.2221 0.4670 -1.0974
H 6.6508 0.9573 -0.2967
H -0.0268 -2.0936 0.5574
H 0.9307 -0.7227 0.7252
H 6.5426 1.5642 0.2037
H -1.6628 -0.1612 2.2487
H -2.1462 -0.8176 0.4249
H -3.0095 0.9345 0.1657
H -1.7139 0.3845 -2.1041
H -0.3892 1.2251 -1.3079

The multiplicity is 1. The molar mass comes out at 71.12 g mol⁻¹. The strongest force on any atom comes out at 0.1059 hartree/bohr. Its HOMO energy is -6.455 eV.



- What is the multiplicity in the first record?
  1



What did the second record say?
Formula: C4H9N
Source: the OMol25 dataset
Level of theory: the ωB97M-V functional and the def2-TZVPD basis

Positions of all 14 atoms, in Å:
C 4.0054 1.0649 0.3187
C 3.2567 0.5476 -0.6871
N 2.1973 -0.3943 -0.4850
H 4.4884 0.4841 1.0970
H 4.4073 2.0538 0.0959
H 3.2794 1.1106 -1.6144
H 1.3436 0.0688 -0.7645
H 2.2190 -0.4429 0.5251
C -3.9193 -1.0581 0.7487
C -4.5189 -0.3611 -0.1864
H -3.0513 -0.7702 1.3480
H -4.1156 -2.1140 0.8894
H -4.2789 0.6415 -0.5128
H -5.3132 -0.8307 -0.7725

The multiplicity is 1. The molar mass comes out at 71.12 g mol⁻¹. The strongest force on any atom comes out at 0.0411 hartree/bohr. Its HOMO energy is -8.454 eV. The SMILES is C=CN.C=C.